(1)
15
Properties=species:S:1:pos:R:3:forces:R:3 method="wB97M-V/def2-TZVPD" homo_lumo_gap_ha=0.3727 spin_multiplicity=1 homo_ev=-9.2782 lumo_energy_ev=0.86
N 0.841305 -1.691114 1.129556 -0.99 0.07 1.16
N 1.359706 -0.325076 1.293223 0.48 -0.69 0.59
N 0.294226 -1.350595 -0.158311 1.15 1.17 0.18
N 0.470257 1.295846 -0.813128 1.54 -1.90 4.08
C 0.729308 -0.044147 0.237225 -2.50 2.33 -5.61
C -1.045333 -1.773249 -0.599376 1.22 -1.04 2.60
C 0.096616 2.477122 0.050962 0.90 -3.81 3.44
H -1.482300 -0.854490 -0.767307 -1.68 1.63 -1.05
H -1.603071 -2.250933 0.258659 0.64 0.36 -0.90
H 1.569971 -2.375660 1.041320 0.82 -0.08 -0.17
H -0.783186 2.187974 0.662787 0.28 0.57 -0.28
H -0.333224 0.999467 -1.340371 -0.39 -0.17 -0.11
H 0.893279 2.751710 0.813233 -0.53 -1.05 -0.91
H -0.973993 -2.429509 -1.446089 -0.15 -0.14 -0.37
H -0.033560 3.382655 -0.362382 -0.80 2.75 -2.62



(2)
69
Properties=species:S:1:pos:R:3:forces:R:3 method="wB97M-V/def2-TZVPD" homo_lumo_gap_ha=0.3000 charge=-2 spin_multiplicity=1 homo_ev=-3.8435 lumo_energy_ev=4.32
O -17.752960 2.298750 11.937900 -1.88 1.14 -0.33
O -16.280600 -4.645810 7.815690 -0.08 -0.26 1.23
O -12.366960 0.101460 9.763170 0.00 -0.41 -2.41
O -15.786850 -1.226430 12.509260 2.13 -0.92 -1.17
O -10.627970 0.634590 14.593760 0.74 0.36 -1.10
O -19.356390 3.822330 13.801730 -0.30 0.97 -1.63
O -18.358070 -4.298060 13.120000 -0.40 -1.36 1.33
O -14.974370 1.331640 8.768860 0.46 -0.76 -1.90
O -12.497590 -1.471310 14.352980 1.51 -0.33 0.11
O -21.474990 -4.862630 12.795670 -0.90 -0.27 0.36
O -15.290360 -4.049690 10.919600 0.64 -1.62 -0.84
C -14.772570 -4.979680 9.949510 -0.74 1.53 -1.29
C -12.351670 -0.496210 13.357960 -0.16 0.61 -0.44
C -19.059240 -5.388820 12.525440 -0.16 1.55 -1.51
C -19.121570 4.254910 12.426420 1.18 -1.21 -0.29
C -12.815560 0.331270 8.343140 0.88 0.37 1.92
C -14.997410 -4.412970 8.484530 0.06 -0.23 -0.84
C -10.896440 0.047560 13.294510 -2.05 -0.86 0.95
C -17.749500 3.722850 11.934740 -0.28 -1.32 1.37
C -20.385850 -4.831150 11.920050 1.79 -0.64 0.43
C -14.328840 0.192040 8.155600 0.53 1.21 1.18
B -15.411230 -1.109640 15.032080 0.23 -0.10 1.42
B -15.066080 1.284290 11.602280 0.43 0.48 0.37
B -17.879230 -1.841380 10.753650 -0.45 0.31 -0.47
H -15.533300 -0.380300 12.133260 -0.17 0.96 -1.07
H -14.806170 2.244430 11.184160 0.68 3.76 -1.36
H -12.870820 0.649600 10.369190 -0.55 0.26 0.00
H -15.184060 -5.988560 9.980300 -0.49 -0.09 0.29
H -18.947240 -1.907410 10.614960 -4.10 -0.85 -0.21
H -17.407430 -2.512690 11.454350 1.27 -3.23 2.84
H -13.037460 0.331950 13.536640 0.24 0.39 0.43
H -14.229250 0.624000 11.434970 3.07 -2.58 -0.70
H -19.205640 -6.273860 13.144610 0.01 0.38 0.60
H -10.884200 0.762250 12.471610 0.36 0.39 0.42
H -18.500370 3.945090 14.218560 0.11 -0.22 0.23
H -10.625600 -0.089720 15.223810 -0.35 -0.20 -0.07
H -17.459290 4.167410 10.982770 0.01 0.06 -0.17
H -14.586800 0.209430 7.096710 -0.04 -0.10 -0.02
H -10.204410 -0.765540 13.075250 0.20 -0.03 0.02
H -15.788770 -1.112340 13.462460 -0.34 -0.14 2.00
H -20.582140 -5.454900 11.047980 -0.58 0.22 -0.11
H -15.401850 -1.143140 16.110520 -0.25 0.01 4.14
H -14.792970 -0.290520 14.698860 2.33 3.04 -1.34
H -17.374180 -1.977210 9.809870 2.06 -0.62 -3.77
H -17.686990 -0.835750 11.094230 0.67 3.72 1.15
H -12.752020 -0.837350 12.403270 0.61 -0.49 -0.42
H -16.154390 -3.818970 10.570580 -0.53 0.63 0.20
H -16.196960 -5.072490 6.959800 0.48 -0.03 0.26
H -19.127970 5.332810 12.264550 0.00 0.36 0.57
H -14.648180 -0.731510 8.638480 -0.21 -0.16 -0.13
H -15.078150 -2.072790 14.677630 1.58 -3.61 -1.26
H -19.859840 3.868380 11.723820 -0.41 -0.39 0.58
H -17.886220 -3.822010 12.432740 0.01 0.34 -0.32
H -13.702630 -5.102870 10.117320 0.06 0.35 0.01
H -16.882520 1.924860 11.782570 0.51 0.04 -0.13
H -13.372180 -1.388880 14.740150 -0.70 0.02 0.03
H -15.945340 0.841910 11.160200 -3.06 -1.49 -2.02
H -16.552090 -1.681910 12.150740 -1.39 -0.10 -1.00
H -18.478690 -5.716430 11.663040 0.17 -0.30 -0.19
H -12.167690 -0.289620 7.724390 -0.36 -0.71 0.15
H -17.036110 3.961900 12.723430 0.51 0.86 -0.09
H -14.240530 -4.803470 7.804270 0.36 -0.26 0.18
H -15.212520 1.288080 12.671290 -0.45 0.47 3.98
H -14.895510 -3.329290 8.426660 0.21 0.05 0.71
H -14.928940 1.247640 9.724100 -0.19 -0.11 0.48
H -20.118450 -3.806230 11.662900 -0.22 0.00 -0.53
H -21.350540 -4.183200 13.462360 0.16 0.08 0.00
H -16.410850 -0.993580 14.642810 -3.96 0.71 -0.78
H -12.465010 1.329750 8.081860 -0.47 0.40 -0.04



(3)
20
Properties=species:S:1:pos:R:3:forces:R:3 method="wB97M-V/def2-TZVPD" homo_lumo_gap_ha="0.3819 / 0.1816" charge=+1 spin_multiplicity=2 homo_ev="-13.2611 / -12.9362" s_squared=0.76 lumo_energy_ev="-2.87 / -8.00"
S 1.304104 1.934781 2.279723 -0.02 -0.17 0.23
N -0.392457 -0.501199 -0.531954 1.16 3.45 -1.05
C -0.557247 0.044181 -1.877857 -1.50 -0.73 -0.98
C 0.455052 0.290619 2.414918 1.24 1.21 1.88
C 0.963344 -0.211280 0.013689 -1.39 -1.34 0.30
C -1.967785 -0.200359 -2.439021 -1.03 -0.21 0.09
C 1.075623 -0.671689 1.432040 -1.52 -2.25 0.94
H -1.269135 -0.330023 -0.019591 0.54 -0.67 0.50
H 2.072679 -1.041594 1.685462 0.07 0.73 0.08
H 2.580499 1.609772 2.590736 -0.35 -0.20 -0.02
H -0.566062 0.633738 2.295408 -0.41 -0.43 -0.79
H 1.231869 0.867054 0.054037 -0.47 0.16 -0.58
H -0.352932 1.114907 -1.894417 0.05 0.40 0.70
H 1.568021 -0.757335 -0.688841 0.82 0.07 -0.15
H 0.472451 -1.599122 1.574777 0.35 0.21 -0.43
H 0.185435 -0.293366 -2.594200 0.38 -0.66 0.30
H -2.011021 -0.378487 -3.512801 0.49 -0.24 0.08
H 0.416500 -0.083811 3.484218 0.56 0.32 -1.25
H -2.507240 -1.020047 -1.949559 0.57 -0.33 -0.15
H -2.701696 0.593258 -2.316768 0.48 0.66 0.32



(4)
24
Properties=species:S:1:pos:R:3:forces:R:3 method="wB97M-V/def2-TZVPD" homo_lumo_gap_ha="0.2450 / 0.2446" spin_multiplicity=1 homo_ev="-8.2317 / -8.2213" lumo_energy_ev="-1.56 / -1.57"
Br -2.644116 1.582016 -0.561550 0.84 0.75 -0.56
O -1.805090 -0.847432 1.874565 1.24 0.38 -0.59
O -1.930864 -2.882760 -0.077507 -0.45 -0.24 -0.03
O 0.131105 -2.805146 -1.701654 0.91 0.97 0.03
N -3.741902 0.592781 0.501893 -1.51 -0.65 -1.11
N -1.032797 -1.969954 0.033161 0.42 -0.66 -0.95
C 0.808296 -0.745042 -0.373644 0.52 -0.28 0.32
C 0.889288 1.230533 0.945274 0.18 -2.41 -0.85
C 0.152316 -0.134185 0.616666 1.78 2.47 0.78
C 2.305540 0.630905 0.792898 0.41 4.41 -3.75
C 0.834404 1.963184 -0.315730 1.00 1.02 -2.84
C 2.042373 0.074043 -0.698657 1.15 0.41 1.09
C 0.001919 -1.905247 -0.751579 0.17 -0.22 -0.17
C -0.974836 -0.890645 0.997507 -2.95 -0.74 1.78
C 1.512990 1.335415 -1.311570 -1.42 1.92 -0.61
H 1.547570 1.638425 -2.423713 0.10 -0.58 2.13
H 0.438274 2.946045 -0.378230 -0.65 0.56 -0.23
H -3.438766 0.685390 1.436346 0.57 -0.09 1.06
H 0.726689 1.840263 1.794745 -0.62 -0.04 1.07
H -0.723542 -3.241976 -1.640734 -1.02 -1.07 -0.06
H -3.595543 -0.357029 0.168649 -0.18 -0.02 0.52
H 2.430654 -0.040693 1.519312 1.30 -2.86 2.63
H 2.988963 -0.213490 -1.160338 -0.64 -1.05 -0.12
H 3.077085 1.514588 0.713893 -1.16 -1.98 0.47



In order of appearance, E_tot = -9196.18909; -35641.17934; -17711.98411; -88638.08008 eV.